Entry 1:
Formula: C4H2DyO2
Source: the OMol25 dataset
Level of theory: ωB97M-V/def2-TZVPD

Summary:
Max |F| = 7.00 eV/A
Kohn-Sham gap (alpha / beta) = 3.6 / 6.6 eV
Molar mass = 244.56 g/mol

Geometry as ORCA input:
```
! wB97M-V def2-TZVPD RIJCOSX def2/J DEFGRID3
* xyz 1 6
O 2.56962 0.31905 1.98254
C 1.96475 -0.06979 0.96697
H 2.19394 -1.07599 0.54598
C -0.02287 0.00650 -1.12176
C 0.12074 1.24221 -0.42225
C 0.73995 0.45550 0.49237
O -0.02457 2.14154 0.76026
Dy -1.98038 -1.54287 -1.25012
H 0.66624 -0.11614 -1.97693
*
```

Atomic partial charges in e from the Löwdin method, atoms 1 to 2: atom 1 (O): 0.093, atom 2 (C): -0.215

***

Entry 2:
Formula: C4H2F12NaO13S4
Source: the OMol25 dataset
Level of theory: ωB97M-V/def2-TZVPD

Summary:
Max |F| = 2.37 eV/A
Kohn-Sham gap = 7.1 eV
Molar mass = 637.28 g/mol

Geometry as ORCA input:
```
! wB97M-V def2-TZVPD RIJCOSX def2/J DEFGRID3
* xyz -3 1
Na -0.29762 -0.43375 -0.05417
C 2.00437 0.21703 -2.72177
F 1.81180 -1.06090 -3.12183
F 2.14722 0.16852 -1.40114
F 3.11963 0.65300 -3.30232
S 0.44521 1.25693 -3.17914
O 0.19981 1.05690 -4.60983
O -0.62688 0.73629 -2.32009
O 0.87182 2.61114 -2.85511
C -4.16129 1.33790 1.15678
F -4.14439 0.98147 2.46464
F -5.39630 1.78805 0.90170
F -3.27295 2.31378 0.96666
S -3.75049 -0.14198 0.07322
O -2.49643 -0.66344 0.57941
O -4.90722 -0.98481 0.38394
O -3.72596 0.31646 -1.31075
C 2.60197 -4.01194 -0.65677
F 3.23846 -3.04583 -1.29839
F 3.11022 -5.19836 -1.04000
F 2.87808 -3.93792 0.66948
S 0.72514 -3.91573 -0.81599
O 0.22889 -4.66856 0.33319
O 0.39920 -2.50245 -0.78911
O 0.52566 -4.63376 -2.06262
C 0.83527 2.91931 2.84175
F 1.45542 1.90673 3.46350
F -0.47201 2.76200 3.03636
F 1.19805 4.07903 3.41030
S 1.21570 2.92237 0.98417
O 0.63659 1.63966 0.59953
O 0.50227 4.07531 0.47583
O 2.68297 2.99656 0.98637
O 0.18161 -0.84248 2.52845
H -0.61934 -0.51670 2.95517
H 0.85552 -0.17982 2.72855
*
```

Atomic partial charges in e from the Löwdin method, atoms 1 to 2: atom 1 (Na): 0.345, atom 2 (C): -0.639

***

Entry 3:
Formula: C4H2F2O
Source: the OMol25 dataset
Level of theory: ωB97M-V/def2-TZVPD

Summary:
Max |F| = 2.60 eV/A
SMILES string = O=C=C(F)F.C#C
Kohn-Sham gap = 8.4 eV
Molar mass = 104.05 g/mol

Geometry as ORCA input:
```
! wB97M-V def2-TZVPD RIJCOSX def2/J DEFGRID3
* xyz 0 1
C 1.79534 0.06986 0.71121
C 1.39715 0.12086 -0.43901
C -0.72989 -0.78770 -0.05903
C -1.46606 0.35370 -0.04009
O -0.53581 -1.92641 -0.30400
F -2.77345 0.34826 0.10434
F -1.01411 1.58066 -0.24559
H 1.94391 -0.26764 1.68375
H 1.38292 0.50841 -1.41157
*
```

Atomic partial charges in e from the Löwdin method, atoms 1 to 2: atom 1 (C): 0.101, atom 2 (C): 0.007

***

Entry 4:
Formula: C4H2F2O
Source: the OMol25 dataset
Level of theory: ωB97M-V/def2-TZVPD

Summary:
Max |F| = 3.89 eV/A
Kohn-Sham gap = 7.8 eV
Molar mass = 104.05 g/mol

Geometry as ORCA input:
```
! wB97M-V def2-TZVPD RIJCOSX def2/J DEFGRID3
* xyz 0 1
C -0.98630 -2.31157 -0.07980
C -0.71920 -1.21756 0.48159
C 0.10849 -0.35066 1.25611
C -0.97107 0.25431 0.61115
O 1.87582 0.52791 -0.65883
F -0.86982 0.96151 -0.54419
F -2.12457 0.62220 1.15287
H 2.73882 0.64816 -1.20451
H 0.94783 0.86569 -1.01440
*
```

Atomic partial charges in e from the Löwdin method, atoms 1 to 2: atom 1 (C): 0.299, atom 2 (C): -0.305

***

Entry 5:
Formula: C4H2F2O
Source: the OMol25 dataset
Level of theory: ωB97M-V/def2-TZVPD

Summary:
Max |F| = 4.63 eV/A
Kohn-Sham gap = 9.8 eV
Molar mass = 104.05 g/mol

Geometry as ORCA input:
```
! wB97M-V def2-TZVPD RIJCOSX def2/J DEFGRID3
* xyz 0 1
C -2.22580 -1.50698 -0.59366
C -1.37885 -0.61600 -0.87619
C -0.27898 0.32045 -0.12853
C -0.47371 0.28336 -1.56074
O 0.74300 -0.23707 0.52832
F 0.38199 -0.04419 -2.49296
F -1.20618 1.73554 -2.17989
H -0.77682 1.09458 0.44408
H 1.30400 -0.78727 -0.04072
*
```

Atomic partial charges in e from the Löwdin method, atoms 1 to 2: atom 1 (C): 0.235, atom 2 (C): -0.196

***

Entry 6:
Formula: C4H2F3N
Source: the OMol25 dataset
Level of theory: ωB97M-V/def2-TZVPD

Summary:
Max |F| = 12.94 eV/A
SMILES string = N#C[C@H](F)C=C(F)F
Kohn-Sham gap = 10.5 eV
Molar mass = 121.06 g/mol

Geometry as ORCA input:
```
! wB97M-V def2-TZVPD RIJCOSX def2/J DEFGRID3
* xyz 0 1
C 0.90351 -0.51462 0.27179
C -0.24423 -0.07853 -0.70381
C -1.41566 -0.00418 -0.09533
C 1.91577 0.55931 0.20865
H 0.48420 -0.86407 1.19594
H 0.20580 -0.04510 -1.89895
N 2.26754 1.83274 0.07377
F 1.50614 -1.62960 -0.36836
F -2.63326 0.57560 -0.57799
F -1.48612 -0.24510 1.17955
*
```

Atomic partial charges in e from the Löwdin method, atoms 1 to 2: atom 1 (C): -0.308, atom 2 (C): 0.034

***

Entry 7:
Formula: C4H2FO2
Source: the OMol25 dataset
Level of theory: ωB97M-V/def2-TZVPD

Summary:
Max |F| = 2.12 eV/A
Kohn-Sham gap = 6.3 eV
Molar mass = 101.06 g/mol

Geometry as ORCA input:
```
! wB97M-V def2-TZVPD RIJCOSX def2/J DEFGRID3
* xyz -1 1
C 1.31122 -0.26851 0.13304
C 1.64173 -1.57432 0.17860
C -1.16483 1.30143 -0.07408
C 0.12737 -1.03439 0.04542
O -0.90485 1.34406 1.04080
O -1.39407 1.40951 -1.18683
F -0.46579 -0.91325 -1.29134
H 1.48399 0.73952 0.34716
H -0.63476 -1.00406 0.80722
*
```

Atomic partial charges in e from the Löwdin method, atoms 1 to 2: atom 1 (C): -0.288, atom 2 (C): -0.079

***

Entry 8:
Formula: C4H2IN
Source: the OMol25 dataset
Level of theory: ωB97M-V/def2-TZVPD

Summary:
Max |F| = 3.24 eV/A
Kohn-Sham gap = 7.2 eV
Molar mass = 190.97 g/mol

Geometry as ORCA input:
```
! wB97M-V def2-TZVPD RIJCOSX def2/J DEFGRID3
* xyz 0 1
C -0.15205 2.41929 -0.08603
C 0.09127 1.07613 0.25861
C 2.97773 -0.13940 -1.40148
C 1.10291 0.26205 -0.18766
N -0.23052 3.48256 -0.51760
I 4.33448 -0.06483 0.08968
H 1.23371 -0.83568 0.27025
H -0.71454 0.60728 0.91509
*
```

Atomic partial charges in e from the Löwdin method, atoms 1 to 2: atom 1 (C): -0.274, atom 2 (C): -0.229

***

Entry 9:
Formula: C4H2IN3
Source: the OMol25 dataset
Level of theory: ωB97M-V/def2-TZVPD

Summary:
Max |F| = 4.22 eV/A
Kohn-Sham gap (alpha / beta) = 6.7 / 8.4 eV
Molar mass = 218.99 g/mol

Geometry as ORCA input:
```
! wB97M-V def2-TZVPD RIJCOSX def2/J DEFGRID3
* xyz 0 3
C 1.75060 0.50366 -0.27944
C -0.60725 -1.61560 0.07709
C 0.80357 0.88068 0.60386
C -0.76828 -0.58588 -0.76890
N 2.48826 0.01969 -1.03448
N -0.37678 -2.50003 0.76859
N 0.11343 1.62374 1.33301
I -2.42152 0.62825 -0.40084
H -0.11879 -0.73037 -1.56100
H -0.86325 1.77587 1.26212
*
```

Atomic partial charges in e from the Löwdin method, atoms 1 to 2: atom 1 (C): -0.266, atom 2 (C): -0.446

***

Entry 10:
Formula: C4H2Li2O2
Source: the OMol25 dataset
Level of theory: ωB97M-V/def2-TZVPD

Summary:
Max |F| = 6.29 eV/A
Kohn-Sham gap (alpha / beta) = 6.7 / 7.5 eV
Molar mass = 95.94 g/mol

Geometry as ORCA input:
```
! wB97M-V def2-TZVPD RIJCOSX def2/J DEFGRID3
* xyz 1 2
H 2.77369 0.81748 -1.10029
C 1.20492 0.80742 -0.60575
C 0.58839 -0.36538 -0.90564
C -0.28738 -0.98799 0.00580
C -1.18638 -1.42147 0.73593
O -2.13589 -1.85822 1.39085
O 1.00345 1.84595 -0.01706
Li 0.68736 3.67336 -0.07477
Li -3.59431 -1.63320 2.37583
H 0.94616 -0.87795 -1.80491
*
```

Atomic partial charges in e from the Löwdin method, atoms 1 to 2: atom 1 (H): 0.191, atom 2 (C): -0.371

***

Entry 11:
Formula: C4H2N2O
Source: the OMol25 dataset
Level of theory: ωB97M-V/def2-TZVPD

Summary:
Max |F| = 3.80 eV/A
Kohn-Sham gap = 9.7 eV
Molar mass = 94.07 g/mol

Geometry as ORCA input:
```
! wB97M-V def2-TZVPD RIJCOSX def2/J DEFGRID3
* xyz 0 1
C 1.16779 0.61309 -0.16316
C 0.84762 -0.70034 -0.01934
C -1.08408 1.48621 0.05506
C -1.53310 -0.61440 0.02898
N 0.05892 1.34148 -0.10345
N -0.43099 -1.10034 0.09158
O -2.69192 -0.66829 -0.14598
H 2.18139 1.08846 0.08523
H 1.48437 -1.44588 0.17109
*
```

Atomic partial charges in e from the Löwdin method, atoms 1 to 2: atom 1 (C): -0.122, atom 2 (C): -0.095

***

Entry 12:
Formula: C4H2N2O2S2
Source: the OMol25 dataset
Level of theory: ωB97M-V/def2-TZVPD

Summary:
Max |F| = 3.00 eV/A
SMILES string = [O-]C([O-])=C1C(=S)NNC1=S
Kohn-Sham gap = 5.8 eV
Molar mass = 174.21 g/mol

Geometry as ORCA input:
```
! wB97M-V def2-TZVPD RIJCOSX def2/J DEFGRID3
* xyz -2 1
C -0.04369 0.21175 -0.58191
C 0.80271 -0.83103 -0.14134
C -0.68525 0.66609 0.56898
C -0.30499 0.64827 -2.01547
N 0.77891 -0.97425 1.23274
N -0.26793 -0.12534 1.72963
O 0.45151 1.54385 -2.45025
O -1.27963 0.11587 -2.57905
S 1.70135 -1.89726 -1.08864
S -1.83782 1.87703 0.99191
H 0.73080 -1.76201 1.83830
H -0.04598 0.52703 2.49511
*
```

Atomic partial charges in e from the Löwdin method, atoms 1 to 2: atom 1 (C): -0.200, atom 2 (C): -0.830